1.
The following is a DFT calculation (the ωB97M-V functional and the def2-TZVPD basis) of a structure of composition C20H28BrClLaN2O2 in a non-equilibrium geometry.

```
55
Properties=species:S:1:pos:R:3:forces:R:3:nbo_charge:R:1
La 0.923100 -0.011942 1.415888 -2.167 0.066 -1.040 1.66
Br 2.760669 -0.049431 -0.624452 1.040 -0.025 -0.964 -0.68
Cl 1.126055 0.020425 3.994250 0.273 0.015 1.520 -0.70
O -0.091446 4.049391 -0.526907 1.475 2.773 -0.515 -0.52
O -0.177843 -4.076971 -0.480491 1.440 -2.794 -0.403 -0.52
N 0.000935 -2.382389 0.976461 1.277 1.075 1.424 -0.80
N 0.081928 2.391480 0.963867 1.030 -1.251 1.279 -0.80
C 2.340919 2.890254 1.893952 -0.096 0.049 -0.086 -0.64
C -1.906855 2.447811 -0.610640 0.361 0.544 0.310 -0.48
C -1.950198 -2.443279 -0.631128 0.256 -0.344 0.255 -0.48
C 0.947512 -4.454051 0.381813 -0.615 0.192 -0.966 -0.08
C -0.970539 0.009365 -3.377831 -0.373 0.001 0.236 -0.23
C -1.790650 1.206207 -1.458834 -1.034 0.002 -0.863 0.00
C -0.666454 -2.927275 -0.031968 -1.459 1.887 -0.462 0.40
C 0.330208 4.163955 2.680955 -0.001 0.168 0.183 -0.61
C -0.600987 2.921934 -0.046709 -1.299 -1.848 -0.163 0.40
C 1.062974 4.417233 0.308383 -0.746 -0.201 -1.110 -0.08
C -1.219898 1.224547 -2.740283 0.256 -0.432 0.312 -0.03
C 0.180105 -4.127553 2.738860 -0.026 -0.149 0.158 -0.61
C 0.868831 -3.463792 1.545933 -0.537 0.352 -0.103 0.07
C 2.236469 -2.922488 1.962351 -0.104 -0.002 -0.090 -0.65
C -0.981774 -2.486963 -3.472818 0.432 -0.345 -0.120 -0.65
C -0.953468 2.506043 -3.455100 0.445 0.332 -0.131 -0.63
C 0.981522 3.459867 1.493457 -0.555 -0.405 -0.128 0.07
C -1.237121 -1.205999 -2.747142 0.305 0.331 0.206 0.05
C -2.366949 0.008175 -1.033931 1.205 0.102 0.475 -0.22
C -1.812025 -1.192075 -1.467584 -0.923 -0.132 -0.869 -0.03
H -0.634058 -2.250087 -4.487074 -0.025 -0.214 0.202 0.20
H -0.192536 3.100952 -2.933208 -0.181 0.011 -0.171 0.24
H -0.598507 2.270462 -4.465975 -0.025 0.229 0.161 0.20
H 2.873191 -3.758721 2.289964 -0.022 0.360 -0.041 0.22
H 1.963221 4.286280 -0.304659 -0.056 -0.077 0.125 0.18
H 0.797310 -5.506881 0.658345 0.104 0.296 0.048 0.18
H -0.773226 -4.582868 2.431645 0.219 0.177 0.059 0.21
H 2.790979 2.344635 1.046989 -0.039 0.247 0.257 0.24
H -2.531681 2.216362 0.263386 -0.295 -0.040 -0.088 0.21
H 3.001696 3.716935 2.192408 0.015 -0.334 -0.014 0.21
H 1.868054 -4.358310 -0.211548 -0.129 0.053 0.140 0.18
H -2.344864 3.277129 -1.185341 -0.011 -0.050 0.150 0.21
H 2.124646 -2.223758 2.813504 0.138 -0.349 -0.214 0.23
H -0.613570 4.640804 2.382608 0.173 -0.169 0.032 0.21
H -3.191277 0.011717 -0.327338 0.594 0.000 0.726 0.20
H 0.830391 -4.920680 3.140888 -0.191 0.092 0.021 0.19
H -2.604621 -2.210545 0.220391 -0.303 0.023 -0.054 0.20
H -1.865816 3.116303 -3.543088 0.249 -0.116 0.066 0.20
H 1.008687 4.944195 3.054567 -0.156 -0.028 0.062 0.19
H -2.378636 -3.257712 -1.227835 -0.017 -0.037 0.139 0.21
H -1.896512 -3.096291 -3.560254 0.279 0.151 0.089 0.20
H -0.533740 0.011661 -4.378179 -0.174 -0.015 0.154 0.19
H 0.130351 3.452128 3.487638 0.020 0.077 -0.107 0.22
H 2.715375 -2.405635 1.111479 -0.050 -0.250 0.290 0.23
H -0.013543 -3.392266 3.527879 0.027 -0.120 -0.135 0.22
H 0.943139 5.477652 0.554184 0.084 -0.186 0.106 0.18
H 2.227623 2.212630 2.758654 0.126 0.290 -0.168 0.23
H -0.217091 -3.088588 -2.960386 -0.218 0.019 -0.183 0.23
```
Forces are in eV/Å.

lowest unoccupied orbital energy (alpha / beta)	2.77 / 2.76	eV
calculated total energy	-111697.248	eV
max |F|	3.183	eV/A
HOMO energy (alpha / beta)	-0.8356 / -0.8423	eV
energy above the lowest of the compared OMol25 structures with the same formula, charge and spin	6.19	kcal/mol
spin multiplicity	1
total charge	-1

2.
The following is a DFT calculation (the ωB97M-V functional and the def2-TZVPD basis) of a structure of composition C20H28BrN2OS2V.

```
55
Properties=species:S:1:pos:R:3:forces:R:3:mulliken_charge:R:1
Br 4.380417 3.001382 3.303802 -0.049 -0.025 -0.039 0.11
V -0.397638 0.268074 -0.368141 -0.197 -0.176 0.609 0.83
S -0.046634 2.462114 -4.230507 -0.019 -0.142 0.341 0.00
S 0.495190 -2.876798 -1.058262 -0.089 0.310 0.081 0.32
O 0.360533 -1.286756 -0.660831 0.227 -0.229 -0.230 -0.69
N -0.223635 1.175199 -1.781946 0.209 -0.109 -0.015 -0.56
N 0.949689 1.161159 0.784400 0.197 0.067 -0.055 1.01
C 2.499858 1.005052 2.607407 0.019 0.017 0.033 -0.84
C -2.729880 1.969925 3.694787 0.005 -0.015 -0.017 -1.49
C -2.597770 -0.804543 -0.318436 -0.015 -0.016 -0.068 1.03
C -1.454426 3.614619 2.260694 0.013 0.011 -0.014 -1.58
C 2.457725 -1.794725 -2.826298 -0.028 0.041 0.032 -0.93
C -3.106689 -1.825629 -1.275515 -0.010 -0.001 0.053 -1.62
C 1.594044 -3.540540 0.203590 -0.091 -0.112 0.039 -0.51
C 3.029584 2.275238 2.303204 -0.074 -0.065 -0.044 -0.01
C -1.796823 1.175207 1.614515 0.010 0.155 0.114 0.77
C -2.072191 -1.172499 0.955300 0.075 0.065 -0.130 -0.42
C 3.052462 -3.136107 0.213470 -0.012 0.025 -0.003 -1.24
C -1.540254 2.161607 2.705467 -0.051 -0.088 -0.071 0.52
C 2.480099 2.959322 1.208054 0.007 0.030 -0.001 -0.72
C -0.148766 1.763398 -2.899509 -0.075 0.244 -0.495 0.80
C -1.668597 -0.220367 1.869976 -0.028 -0.043 0.066 -0.71
C -2.239653 1.538703 0.328003 -0.011 0.081 -0.167 -0.14
C -2.663055 0.573718 -0.605321 -0.099 0.062 -0.052 -1.35
C 1.401872 -2.866505 -2.620881 0.034 -0.153 0.007 -0.66
C 1.482180 0.497236 1.849502 0.010 -0.085 0.008 -0.28
C 1.466412 2.387350 0.486634 -0.036 0.074 -0.014 -0.49
H -4.169066 -1.983632 -1.044364 0.002 -0.004 -0.016 0.39
H -3.055320 -1.490897 -2.310788 -0.015 -0.009 -0.001 0.46
H 3.522762 -3.651490 1.052056 0.000 0.014 0.012 0.43
H 3.571762 -3.456448 -0.686923 0.014 -0.018 0.025 0.35
H -1.196430 4.235895 3.116772 0.001 -0.001 -0.002 0.43
H 1.447068 -4.617099 0.027807 0.048 0.011 -0.021 0.57
H 1.057459 -3.325647 1.132980 0.031 -0.008 0.007 0.42
H 1.814312 -3.885974 -2.618726 0.007 0.019 -0.053 0.55
H -2.610593 2.695028 4.498952 0.018 -0.016 0.017 0.45
H 1.028310 2.909764 -0.350558 0.040 0.036 0.011 0.57
H -1.981800 -2.226466 1.198196 0.004 0.003 -0.003 0.65
H 2.888063 0.430417 3.438482 -0.002 -0.004 -0.003 0.57
H 0.616486 -2.845611 -3.378513 -0.015 0.022 0.023 0.49
H -2.615724 -2.790034 -1.155859 -0.016 -0.007 -0.016 0.39
H 2.042976 -0.796937 -2.683260 0.022 0.011 -0.031 0.12
H -1.279189 -0.533294 2.833305 0.013 -0.019 -0.004 0.81
H 1.072489 -0.480333 2.069160 0.023 -0.001 0.037 0.55
H 2.788908 -1.874437 -3.862060 0.026 0.004 0.004 0.42
H 2.847032 3.937164 0.923475 0.003 -0.002 0.000 0.54
H -2.275208 2.587114 0.053681 -0.069 -0.009 0.032 0.53
H -0.630834 1.846570 3.230157 0.015 0.050 0.016 0.24
H -0.696734 3.788327 1.494223 0.024 -0.006 -0.019 0.34
H 3.324795 -1.918689 -2.184904 -0.024 0.021 -0.023 0.28
H -2.754095 0.974399 4.137410 -0.024 -0.002 0.008 0.42
H -3.033933 0.896521 -1.571632 -0.069 -0.005 0.035 0.65
H -2.416898 3.976531 1.893375 -0.001 0.004 0.002 0.46
H 3.181275 -2.063216 0.354901 0.031 -0.002 -0.015 0.33
H -3.681731 2.170103 3.201723 -0.010 -0.003 0.009 0.44
```
Forces are in eV/Å.

lowest unoccupied orbital energy (alpha / beta)	-15.78 / -15.77	eV
calculated total energy	-143578.546	eV
max |F|	0.664	eV/A
HOMO energy (alpha / beta)	-20.7693 / -20.7694	eV
energy above the lowest of the compared OMol25 structures with the same formula, charge and spin	0.00	kcal/mol
spin multiplicity	1
total charge	+4

3.
The following is a DFT calculation (the ωB97M-V functional and the def2-TZVPD basis) of a structure of composition C20H28Cl2EuN2O2 in a non-equilibrium geometry.

```
55
Properties=species:S:1:pos:R:3:forces:R:3:nbo_charge:R:1
Eu -1.734520 -0.619870 -0.811661 1.086 0.291 0.985 1.15
Cl -0.007098 0.383621 -2.459286 0.651 0.440 -1.064 -0.73
Cl -3.864292 -1.684528 0.180276 -1.192 -0.544 0.297 -0.72
O -1.282425 3.845972 0.323258 -0.877 0.642 -0.194 -0.49
O 1.867973 -3.524003 -0.705259 -0.123 -1.081 -0.498 -0.49
N -1.786851 1.666468 0.284942 0.779 0.919 1.087 -0.61
N -0.047143 -2.437628 -0.306542 1.232 -0.284 0.900 -0.62
C 2.785658 3.744213 1.264855 0.093 0.196 -0.243 -0.63
C -4.135658 2.245762 0.596123 0.002 0.027 0.143 -0.62
C -0.998166 2.611025 0.749056 -0.690 -1.657 -0.836 0.65
C -2.958212 2.313070 -0.370408 0.510 -0.066 0.297 0.07
C 0.088061 2.496372 1.792567 -0.112 0.126 -0.167 -0.50
C -0.447511 -3.533007 -1.231708 0.312 0.373 0.377 0.07
C -1.290392 -3.045605 -2.408900 0.046 0.021 -0.237 -0.65
C 3.504216 0.008217 0.879218 -0.850 -0.518 0.010 -0.02
C 1.215828 -2.615055 0.024754 -1.690 0.896 -0.443 0.64
C -1.231424 -4.565804 -0.429711 0.026 -0.068 0.121 -0.62
C 1.298338 0.318205 1.747236 -1.228 -0.430 -0.497 -0.38
C 3.639754 1.399514 0.910216 0.543 0.064 0.292 -0.31
C 2.251810 -0.541173 1.195342 1.071 0.181 -0.109 0.01
C 0.910865 -4.051023 -1.689503 0.753 0.227 0.071 -0.08
C 2.568465 2.259270 1.173594 -1.130 -0.124 0.043 -0.02
C -3.342446 1.664539 -1.698633 0.049 0.048 -0.231 -0.66
C 1.324380 1.690000 1.488836 0.969 0.612 -0.004 -0.08
C -2.443188 3.733138 -0.572054 0.666 0.410 0.072 -0.08
C 4.701405 -0.873406 0.662867 0.227 -0.009 -0.257 -0.63
C 1.962202 -2.018422 1.191753 0.028 -0.199 -0.254 -0.55
H -1.591951 -5.349735 -1.103646 -0.003 -0.062 0.103 0.19
H -5.024424 2.664684 0.113343 -0.028 0.012 0.111 0.20
H -4.063163 2.321357 -2.202160 0.104 -0.218 -0.029 0.22
H -3.846991 0.691645 -1.549643 0.026 0.373 -0.011 0.23
H -2.080341 3.897442 -1.590884 0.027 -0.021 0.077 0.19
H 0.372929 3.511385 2.086378 -0.282 -0.087 -0.009 0.23
H -2.092566 -4.084008 0.049480 0.176 -0.120 -0.070 0.25
H 0.998670 -5.141975 -1.708387 0.017 0.189 0.109 0.19
H -4.334499 1.200337 0.862431 0.029 0.218 -0.021 0.25
H 2.896557 -2.578940 1.310748 -0.282 -0.116 -0.032 0.22
H 5.604578 -0.267285 0.525561 -0.154 -0.107 -0.034 0.21
H -1.366591 -3.864623 -3.136195 -0.080 0.242 0.035 0.22
H -3.159952 4.518630 -0.309706 0.167 -0.152 0.055 0.19
H 3.839628 3.990301 1.090014 -0.190 -0.032 -0.028 0.21
H 4.589097 -1.525508 -0.211573 0.046 0.058 0.129 0.21
H 1.296967 -2.210307 2.044615 0.106 -0.121 0.329 0.21
H -0.415277 1.989636 2.627973 0.036 0.119 0.291 0.21
H -0.812198 -2.177584 -2.895722 -0.150 -0.296 0.052 0.26
H 1.196541 -3.645344 -2.664357 0.012 0.011 0.073 0.19
H 2.530929 4.107212 2.271543 0.020 -0.011 -0.175 0.20
H -3.910683 2.817921 1.506879 -0.095 -0.159 -0.168 0.21
H -2.454312 1.547560 -2.344150 -0.314 0.086 0.109 0.26
H 2.178343 4.302391 0.541630 0.098 -0.031 0.125 0.21
H -0.588568 -5.013492 0.340443 -0.190 0.079 -0.128 0.21
H 0.514084 -0.091325 2.375645 -0.459 -0.150 -0.260 0.15
H 4.871027 -1.513116 1.541300 -0.026 0.062 -0.168 0.20
H -2.322981 -2.797487 -2.098936 0.300 -0.234 -0.104 0.23
H 4.625516 1.830367 0.746147 -0.065 -0.024 -0.024 0.18
```
Forces are in eV/Å.

lowest unoccupied orbital energy (alpha / beta)	2.72 / 2.67	eV
calculated total energy	-72644.714	eV
max |F|	1.979	eV/A
⟨S²⟩	12.017
HOMO energy (alpha / beta)	0.0801 / -1.9474	eV
spin multiplicity	7
total charge	-1

The lowest max |F| belongs to which entry?
C20H28BrN2OS2V